1.
# C43H41BClKN6O6SSi

C43H41BClKN6O6SSi as an isolated structure in a non-equilibrium geometry (the ωB97M-V functional and the def2-TZVPD basis, OMol25).

Output
- DFT total energy: -4215.9264 Ha

```
! RIJCOSX wB97M-V def2-TZVPD def2/J DEFGRID3
* xyz -2 1
K 0.65 -0.75 0.11
Cl 3.99 -2.20 7.28
S -2.81 2.39 6.62
Si 0.13 0.45 -3.39
O -0.24 5.31 4.09
O 1.35 5.46 2.62
O -2.33 1.87 7.88
O -3.34 3.73 6.63
O 1.05 -1.26 2.34
O 0.71 -0.16 -2.09
N 0.23 1.71 1.46
N 2.51 -3.55 1.33
N 0.41 4.85 3.14
N -2.90 0.09 -0.15
N 1.54 -3.31 -1.20
N -0.89 2.74 3.07
C -1.48 2.26 5.39
C -4.14 1.27 6.04
C 1.08 0.39 -6.21
C -0.63 3.14 -4.26
C 1.56 -0.63 4.54
C 2.62 -4.73 -3.34
C 1.31 0.09 -4.87
C 4.51 -6.10 -0.46
C 3.15 -0.64 -6.87
C 3.41 -0.94 -5.54
C 1.73 -1.45 3.37
C 3.21 -3.23 2.36
C 3.17 -1.87 5.78
C 0.11 3.60 2.64
C 3.11 -4.95 -2.03
C -3.21 -2.01 -3.36
C 2.50 -0.57 -4.57
C 1.60 -3.83 -3.53
C 0.77 2.91 1.63
C 2.54 -4.17 -0.98
C 4.13 -5.89 -1.75
C 3.03 -4.34 0.35
C -2.06 -1.31 -3.06
C 1.99 0.04 -7.20
C 1.09 -3.15 -2.41
C -1.87 2.97 4.10
C -0.21 5.12 -2.97
C 2.77 -2.45 3.47
C -3.36 -0.83 -5.43
C 3.46 -2.63 4.68
C -0.77 1.61 2.32
C 2.23 -0.84 5.71
C -3.87 -1.77 -4.56
C -5.26 1.34 7.05
C -1.62 0.43 2.42
C -0.71 4.52 -4.12
C -1.52 -0.37 -3.92
C -3.21 1.08 -0.67
C 3.97 -5.34 0.58
C 0.47 2.97 -2.17
C -0.04 2.34 -3.30
C -2.20 -0.14 -5.11
C 0.38 4.34 -1.99
B -3.64 2.44 -1.25
H -3.27 2.52 -2.40
H -3.61 -2.73 -2.65
H 1.19 -3.64 -4.51
H 0.85 0.18 4.46
H -1.57 -1.48 -2.11
H 0.18 0.91 -6.50
H 4.57 -6.44 -2.57
H -4.45 1.62 5.06
H -1.18 5.12 -4.89
H 5.26 -6.85 -0.23
H 4.29 -5.56 1.60
H -3.87 -0.62 -6.36
H -2.17 0.31 1.46
H -6.09 0.70 6.77
H 3.86 -0.92 -7.64
H 0.77 4.80 -1.09
H -4.85 2.55 -1.18
H -1.94 4.04 4.30
H -3.70 0.28 5.98
H 4.22 -3.40 4.76
H 0.92 2.35 -1.40
H 1.79 0.28 -8.24
H 2.04 -0.21 6.57
H -2.33 0.48 3.24
H 4.31 -1.47 -5.28
H -1.29 1.20 5.25
H 1.60 3.26 1.04
H 3.05 -5.28 -4.17
H 2.70 -0.79 -3.53
H -5.61 2.37 7.12
H -0.31 6.19 -2.84
H 0.29 -2.44 -2.53
H -0.61 2.73 5.86
H -4.89 1.04 8.03
H -1.84 0.60 -5.81
H -2.84 2.62 3.74
H -4.77 -2.31 -4.81
H -3.08 3.27 -0.56
H -1.06 2.69 -5.14
H 4.27 -3.53 2.42
H -0.99 -0.46 2.50
*
```

These are the Mulliken partial charges, in e, on atoms 1 to 6: K 0.87; Cl -0.30; S 1.29; Si -0.84; O -0.70; O -0.69

2.
# C43H41CsN6O2S

C43H41CsN6O2S as an isolated structure in a non-equilibrium geometry (the ωB97M-V functional and the def2-TZVPD basis, OMol25).

Output
- DFT total energy: -2560.4780 Ha

```
! RIJCOSX wB97M-V def2-TZVPD def2/J DEFGRID3
* xyz -2 1
Cs -10.40 -15.70 -10.45
S -10.61 -12.26 -9.55
O -9.43 -13.01 -9.93
O -10.63 -11.58 -8.27
N -13.47 -15.21 -10.63
N -6.86 -18.76 -12.89
N -11.24 -19.87 -10.27
N -11.82 -13.30 -9.82
N -9.02 -20.52 -11.93
N -7.75 -14.15 -12.67
C -11.87 -19.20 -9.15
C -15.36 -14.06 -9.52
C -5.91 -12.50 -9.23
C -7.67 -13.72 -13.93
C -6.27 -14.38 -10.75
C -7.12 -12.14 -11.32
C -9.56 -21.45 -11.10
C -11.38 -11.25 -12.03
C -6.28 -17.71 -13.72
C -6.59 -11.64 -10.15
C -13.99 -14.15 -9.98
C -13.66 -11.96 -8.90
C -7.04 -12.00 -15.57
C -7.05 -13.54 -11.64
C -6.85 -18.55 -11.45
C -9.33 -23.64 -9.97
C -14.99 -11.88 -8.57
C -10.77 -21.94 -9.02
C -15.84 -12.93 -8.86
C -15.64 -16.28 -10.45
C -6.39 -20.43 -14.56
C -10.85 -10.99 -10.73
C -14.31 -16.23 -10.87
C -10.54 -21.04 -10.09
C -10.18 -23.19 -8.97
C -7.18 -19.96 -13.47
C -11.85 -19.61 -11.58
C -7.91 -22.26 -14.99
C -8.63 -21.93 -13.86
C -8.30 -14.46 -14.99
C -13.12 -13.07 -9.60
C -10.49 -8.69 -11.37
C -11.15 -8.91 -12.58
C -6.92 -12.48 -14.29
C -6.77 -21.49 -15.36
C -16.19 -15.16 -9.83
C -7.73 -12.68 -16.56
C -9.05 -22.82 -11.03
C -8.28 -20.83 -13.01
C -10.33 -9.73 -10.41
C -11.51 -10.21 -12.92
C -5.72 -13.87 -9.58
C -8.32 -13.92 -16.27
H -12.94 -11.21 -8.65
H -5.23 -14.58 -8.91
H -6.53 -17.84 -14.76
H -7.73 -12.30 -17.58
H -8.79 -14.48 -17.09
H -10.37 -23.79 -8.10
H -8.84 -15.39 -14.72
H -11.48 -21.67 -8.23
H -6.51 -11.06 -15.81
H -10.07 -7.71 -11.19
H -6.06 -15.37 -11.08
H -11.92 -10.39 -13.92
H -8.83 -24.61 -9.92
H -6.70 -16.70 -13.43
H -13.93 -17.06 -11.43
H -5.52 -19.78 -14.83
H -9.56 -22.46 -13.63
H -8.43 -23.09 -11.86
H -6.53 -17.55 -11.23
H -11.39 -8.09 -13.24
H -5.65 -12.06 -8.29
H -8.20 -23.10 -15.63
H -7.83 -18.74 -11.09
H -11.71 -12.23 -12.36
H -17.27 -15.12 -9.65
H -6.15 -21.80 -16.16
H -11.09 -18.82 -8.48
H -11.11 -19.72 -12.38
H -12.57 -19.80 -8.57
H -16.30 -17.09 -10.75
H -6.16 -19.29 -11.00
H -6.31 -12.02 -13.50
H -12.45 -18.29 -9.50
H -16.91 -12.93 -8.60
H -12.70 -20.31 -11.77
H -12.17 -18.55 -11.59
H -7.65 -11.49 -12.04
H -9.89 -9.53 -9.42
H -5.19 -17.62 -13.65
H -6.62 -10.53 -9.98
H -15.32 -11.07 -7.90
*
```

These are the Mulliken partial charges, in e, on atoms 1 to 6: Cs 0.99; S 0.85; O -0.33; O -0.73; N -0.11; N 0.29

3.
# C43H41N4O25

A 7-piece molecular cluster, C43H41N4O25 overall in a non-equilibrium geometry (the ωB97M-V functional and the def2-TZVPD basis, OMol25).

Output
- DFT total energy: -3762.8520 Ha

```
! RIJCOSX wB97M-V def2-TZVPD def2/J DEFGRID3
* xyz 1 1
O 6.11 3.69 -0.84
O 10.31 -4.09 0.44
O 2.42 -2.88 -0.47
O -10.81 8.16 2.86
O 5.40 -3.37 -1.40
O -3.33 -3.22 -6.89
O -4.08 5.61 -2.20
O 1.10 2.15 -1.52
O -9.05 4.39 5.04
O -0.70 -2.92 -6.48
O -4.35 -2.19 -2.43
O 0.96 -5.65 -4.98
O 0.83 -5.01 -0.34
O -4.36 1.76 1.72
O -6.12 5.53 -0.45
O 3.49 -1.83 1.02
O -8.78 8.24 1.11
O 2.58 0.79 0.23
O -1.72 -1.82 -2.05
O -2.28 1.91 0.03
O -6.97 4.54 3.34
O 4.59 5.10 -2.54
O 2.62 -3.56 -5.10
O 5.71 -3.88 1.28
O 10.01 -3.50 -2.15
N -1.08 -0.54 0.73
N -1.68 -0.72 2.95
N 0.67 -0.47 2.39
N 3.65 0.37 2.98
C -8.78 7.30 2.05
C 2.79 3.69 -2.10
C 2.58 -3.12 -2.78
C 4.41 2.19 -0.23
C 1.29 -5.03 -3.86
C 6.54 -3.51 -0.99
C -3.95 -2.73 -4.68
C 8.02 -4.00 0.95
C 0.82 -5.42 -2.66
C -4.34 2.74 0.80
C -2.06 -2.16 -3.18
C -7.85 5.38 3.19
C 2.25 2.54 -1.38
C -0.10 -2.13 4.11
C 8.93 -3.59 -1.38
C -9.03 5.36 4.11
C 4.12 -1.01 3.24
C -10.01 6.26 4.01
C -9.95 7.30 2.99
C -5.32 3.64 0.70
C 7.70 -3.40 -1.86
C -5.26 4.68 -0.33
C 2.22 -3.85 -3.99
C 2.03 -2.56 2.90
C -0.69 -0.59 2.03
C 1.11 -1.45 3.43
C -3.16 2.75 -0.12
C -7.80 6.39 2.15
C -1.54 -2.72 -5.47
C -1.11 -2.37 -4.25
C 4.06 4.06 -1.91
C 1.21 -4.70 -1.46
C 9.17 -3.92 0.06
C 6.78 -3.81 0.47
C 4.96 3.32 -0.96
C 3.45 -2.12 2.41
C -3.00 -2.92 -5.77
C 2.11 -3.51 -1.60
C -4.09 4.67 -1.27
C -3.51 -2.37 -3.46
C 3.14 1.83 -0.42
C -3.11 3.76 -1.16
C -1.13 -1.01 4.30
H -9.59 8.76 1.25
H -8.23 3.88 4.90
H 1.96 -3.37 0.24
H -0.06 -2.22 -4.02
H -6.18 3.65 1.36
H 4.11 -1.24 4.32
H -1.92 -1.29 5.00
H 3.04 0.66 3.74
H -10.87 6.26 4.67
H 1.66 0.74 -0.10
H 0.88 0.48 2.71
H -2.20 0.16 2.91
H 1.42 -5.18 -5.70
H -1.26 -3.17 -7.25
H 5.52 5.16 -2.23
H 8.21 -4.22 1.99
H 10.78 -3.68 -1.57
H 2.68 -1.39 0.77
H -0.66 -0.08 4.67
H 4.94 -3.70 0.71
H 0.18 -2.59 5.06
H 3.06 0.43 2.14
H 3.24 -2.27 -2.90
H 2.09 -3.34 3.68
H 5.19 -1.03 2.96
H -3.79 -1.94 -1.68
H -2.26 3.75 -1.83
H 0.15 -6.26 -2.55
H -4.99 -2.88 -4.89
H -1.18 0.38 0.29
H 4.09 -3.02 2.51
H -3.54 1.26 1.56
H -0.52 -2.92 3.46
H 1.52 -3.02 2.03
H 7.51 -3.17 -2.90
H 2.12 4.21 -2.77
H 1.63 -0.92 4.24
H 5.06 1.67 0.46
H -4.89 6.14 -2.07
H -1.28 -1.40 0.24
H -6.95 6.38 1.49
*
```

These are the Mulliken partial charges, in e, on atoms 1 to 6: O -0.58; O -0.60; O 0.23; O -0.60; O -0.27; O -0.59

4.
# C43H41N9O3S3SiTl

C43H41N9O3S3SiTl as an isolated structure in a non-equilibrium geometry (the ωB97M-V functional and the def2-TZVPD basis, OMol25).

Output
- DFT total energy: -4038.3217 Ha

```
! RIJCOSX wB97M-V def2-TZVPD def2/J DEFGRID3
* xyz -1 1
Tl -0.23 -0.03 0.40
S -0.57 -1.53 2.62
S -2.99 -4.15 -2.38
S -2.76 0.64 1.01
Si 1.19 -2.00 5.72
O -1.16 5.06 0.25
O 1.85 -1.31 0.83
O -0.10 2.32 0.31
N -1.37 -2.59 -1.04
N -4.61 1.44 -0.65
N 0.82 0.67 2.50
N -2.54 1.44 -1.69
N -3.68 -2.08 -0.82
N -5.15 1.95 -1.82
N 2.71 -0.39 -1.09
N 1.75 0.57 -0.90
N -1.56 0.74 -1.78
C 1.22 2.86 -1.60
C 1.45 -4.70 -2.22
C 3.70 -3.39 0.70
C 2.92 -2.62 6.09
C 0.13 -3.48 5.33
C -2.64 -2.79 -1.29
C 0.59 -0.28 -4.60
C 0.75 -5.60 -3.03
C 1.73 1.58 2.81
C 0.61 -0.43 3.26
C 4.59 -4.46 0.59
C 2.49 1.49 3.96
C -0.59 -3.57 -1.67
C -5.89 3.54 -3.42
C 1.04 5.04 -2.63
C -3.86 5.30 -2.80
C 0.52 -1.21 7.28
C 2.27 0.39 4.78
C -1.40 4.53 1.57
C -3.90 4.07 -2.17
C 0.34 0.72 -5.53
C 1.93 1.61 -1.61
C 0.26 3.18 -0.60
C -0.93 0.78 -3.07
C 4.56 -2.47 -1.35
C -0.55 1.75 -5.23
C 5.45 -3.54 -1.46
C -4.93 3.17 -2.46
C 1.34 -0.60 4.47
C 0.12 5.40 -1.62
C -4.81 5.67 -3.75
C -0.26 4.53 -0.64
C -1.19 1.78 -4.01
C -0.05 -0.24 -3.37
C 2.67 -1.28 -0.14
C -1.28 -4.49 -2.46
C 5.46 -4.54 -0.49
C 1.59 3.79 -2.59
C 3.69 -2.39 -0.27
C -5.82 4.77 -4.06
C -3.33 1.28 -0.51
C 0.78 -3.69 -1.54
C -0.63 -5.50 -3.15
H 2.53 -4.79 -2.10
H -2.00 5.30 2.07
H -0.48 -0.80 7.09
H 0.44 -1.94 8.10
H 0.14 -1.01 -2.63
H -1.88 2.58 -3.75
H -0.91 -3.19 5.20
H 1.32 5.76 -3.39
H -6.57 5.03 -4.80
H 1.28 -6.38 -3.56
H 1.83 2.40 2.11
H 6.15 -5.37 -0.57
H -3.15 3.83 -1.43
H -3.51 -1.34 -0.13
H 3.23 2.24 4.20
H 3.01 -3.31 1.53
H -1.93 3.59 1.57
H 0.45 -3.98 4.41
H 1.30 -3.01 -0.88
H -6.08 1.62 -1.92
H -0.30 6.40 -1.61
H 2.88 -3.40 6.87
H -0.47 4.40 2.12
H 6.12 -3.60 -2.30
H 2.79 1.57 -2.28
H -6.70 2.85 -3.65
H -0.74 2.53 -5.96
H 2.33 3.50 -3.33
H 3.57 -1.81 6.46
H 0.20 -4.20 6.16
H 0.84 0.70 -6.50
H 1.16 -0.39 7.62
H -4.76 6.63 -4.24
H -4.62 -2.37 -1.01
H -3.07 5.99 -2.52
H 4.53 -1.68 -2.09
H 2.86 0.29 5.70
H -1.19 -6.21 -3.75
H 4.59 -5.24 1.35
H 3.39 -3.05 5.20
H 1.28 -1.08 -4.82
*
```

These are the Mulliken partial charges, in e, on atoms 1 to 6: Tl 0.73; S -0.33; S -0.41; S -0.35; Si 0.19; O -0.47